# 1
{
  "formula": "C5H5N3",
  "method": "ωB97M-V/def2-TZVPD",
  "de_lowest_kcal_mol": 101.5,
  "multiplicity": 1,
  "smiles": "C#C[C@H](C#N)NN=C",
  "homo_ev": -10.1,
  "lumo_ev": 0.66,
  "species": ["C", "C", "C", "C", "N", "N", "N", "C", "H", "H", "H", "H", "H"],
  "coordinates": [[-2.54807, -1.22337, -0.60015], [-1.74555, -0.55836, 0.08088], [-0.72509, 0.36426, 0.76565], [-0.65367, 1.63504, -0.03227], [-0.55994, 2.63892, -0.64778], [0.53495, -0.35997, 0.95438], [0.98321, -0.65122, -0.33100], [2.27203, -0.45925, -0.62024], [-3.15332, -1.83119, -1.33709], [-1.11987, 0.57977, 1.75012], [1.09435, 0.42195, 1.54194], [2.96516, 0.16731, 0.12560], [2.65581, -0.72389, -1.65003]],
  "forces_ev_per_a": [[2.0, 1.4, 1.0], [-2.0, -1.3, -2.1], [-2.1, -1.6, -0.9], [0.5, 2.7, -1.6], [-0.3, -3.3, 2.1], [0.8, 3.3, 0.8], [4.7, 0.1, -0.8], [-2.2, 1.1, 1.5], [1.0, 1.1, 1.6], [0.0, 0.3, 0.2], [-0.5, -2.4, -1.8], [-1.4, -1.6, -1.6], [-0.7, 0.2, 1.5]]
}


# 2
{
  "formula": "C5H5N3",
  "method": "ωB97M-V/def2-TZVPD",
  "de_lowest_kcal_mol": 58.7,
  "multiplicity": 1,
  "smiles": "c1cc2[nH]cnn2c1",
  "homo_ev": -8.1,
  "lumo_ev": 0.61,
  "species": ["C", "C", "C", "N", "C", "N", "N", "C", "H", "H", "H", "H", "H"],
  "coordinates": [[-0.74407, 1.63545, -1.04770], [-1.32243, 0.75061, -0.04621], [-0.52468, -0.17919, 0.37520], [-0.26156, -1.27057, 1.12812], [0.98617, -1.75382, 0.76207], [1.57454, -1.11273, -0.20051], [0.67570, -0.10915, -0.44839], [0.64180, 1.13775, -1.19827], [-1.21732, 2.57137, -1.32727], [-2.16555, 1.08420, 0.68336], [-0.39488, -1.44618, 2.24537], [1.49866, -2.50199, 1.32510], [1.25362, 1.19426, -2.25085]],
  "forces_ev_per_a": [[3.1, -2.6, 1.9], [-5.0, 4.9, 1.4], [5.7, -1.7, -2.2], [0.2, -2.4, 5.1], [0.6, 0.5, -0.5], [-0.8, 0.5, 0.5], [-1.8, 2.7, -0.5], [-1.8, -1.4, -2.9], [0.4, -0.3, -0.3], [1.0, -0.7, -1.9], [-0.3, 1.1, -3.9], [-0.1, -0.5, 0.1], [-1.3, 0.0, 3.2]]
}


# 3
{
  "formula": "C5H5N3O",
  "method": "ωB97M-V/def2-TZVPD",
  "de_lowest_kcal_mol": 82.7,
  "multiplicity": 1,
  "smiles": "[H]/N=C(N)\\C=C/C(=O)C#N",
  "homo_ev": -9.9,
  "lumo_ev": -1.64,
  "species": ["H", "N", "C", "N", "C", "C", "C", "O", "C", "N", "H", "H", "H", "H"],
  "coordinates": [[-0.48910, -0.85613, 1.59713], [-0.64967, 0.13377, 1.93872], [-0.73233, 0.82589, 0.83178], [-1.15136, 2.24117, 0.91634], [-0.77959, 0.30537, -0.57477], [-0.01041, -0.69659, -1.18253], [1.07353, -1.40875, -0.44221], [1.02523, -1.92653, 0.65839], [2.24764, -1.86517, -1.24921], [3.45954, -2.18730, -1.54249], [-1.45005, 2.39733, 1.94871], [-0.70605, 3.01575, 0.43983], [-1.73020, 0.66758, -1.05692], [-0.10718, -0.64638, -2.28278]],
  "forces_ev_per_a": [[-0.2, 1.2, 1.0], [0.2, -0.2, -3.2], [-0.7, 1.4, 1.6], [-0.6, -2.4, 2.7], [-0.1, -2.1, -0.3], [-1.1, 3.5, 1.5], [-0.3, -1.8, -0.9], [-0.4, 1.2, -0.6], [10.8, -2.2, -2.1], [-10.7, 2.8, 2.2], [1.1, 0.1, -2.6], [0.2, -0.5, 0.1], [1.5, 0.0, -0.1], [0.3, -1.0, 0.7]]
}


# 4
{
  "formula": "C5H5N3O",
  "method": "ωB97M-V/def2-TZVPD",
  "de_lowest_kcal_mol": 96.4,
  "multiplicity": 1,
  "smiles": "[H]/N=C1\\N=CC=C1C(N)=O",
  "homo_ev": -10.0,
  "lumo_ev": -0.99,
  "species": ["H", "N", "C", "N", "C", "C", "C", "C", "N", "O", "H", "H", "H", "H"],
  "coordinates": [[1.25706, 2.44259, 0.44696], [0.52302, 1.81179, 0.04809], [0.73169, 0.62011, 0.05606], [2.17958, 0.10189, 0.08189], [1.96417, -1.13466, 0.04221], [0.57818, -1.48169, -0.33566], [-0.20182, -0.51028, -0.42483], [-1.79422, -0.37892, -0.14125], [-1.92326, 1.00663, -0.36884], [-2.52095, -1.28167, 0.40289], [2.80429, -1.95876, 0.26272], [0.18634, -2.39079, -0.33270], [-2.79213, 1.55019, 0.32538], [-0.99195, 1.60356, -0.06292]],
  "forces_ev_per_a": [[-0.5, -0.9, -0.9], [-0.5, 4.5, 2.1], [3.1, -2.6, -3.3], [-2.0, 1.1, 1.6], [2.0, -3.0, -0.2], [3.3, -2.8, 0.7], [-3.5, 5.0, 2.1], [0.5, -0.5, 1.9], [-3.4, 1.6, 4.3], [2.9, 3.9, -2.9], [-1.8, 2.0, -0.8], [-1.0, -4.4, -0.3], [2.9, -2.6, -3.0], [-2.0, -1.2, -1.3]]
}


# 5
{
  "formula": "C5H5N4O",
  "method": "ωB97M-V/def2-TZVPD",
  "de_lowest_kcal_mol": 0.0,
  "multiplicity": 1,
  "charge": 1,
  "homo_ev": -13.6,
  "lumo_ev": -3.71,
  "species": ["C", "C", "C", "C", "C", "N", "N", "N", "N", "O", "H", "H", "H", "H", "H"],
  "coordinates": [[-2.41220, -2.32069, -1.11392], [-0.67089, -1.71267, 0.63211], [-1.37794, -1.57196, -0.51631], [0.01341, 0.21562, -0.18105], [-0.28561, -2.34998, -2.92571], [-3.24489, -2.93694, -1.61128], [0.03983, -0.60010, 0.88822], [-0.90790, -0.38262, -1.06131], [0.80667, 1.23806, -0.38456], [0.10237, -3.35146, -3.24540], [-0.58210, -2.50439, 1.34146], [0.74306, -0.70070, 1.59567], [-1.11538, -0.20214, -1.99899], [1.26401, 1.69412, 0.48691], [0.90610, 1.77964, -1.17001]],
  "forces_ev_per_a": [[-0.2, -0.5, -0.1], [-2.0, -1.7, 0.1], [1.3, 0.4, 1.3], [-2.1, -2.1, -2.2], [0.3, -0.3, -0.7], [0.1, 0.1, 0.1], [0.9, 0.4, -0.6], [1.4, 1.4, 3.0], [1.6, 0.9, 4.7], [0.0, 0.0, 0.0], [-0.6, -0.4, 0.2], [0.5, 0.9, 0.2], [0.0, 1.0, -1.5], [-1.1, -1.3, -2.1], [-0.3, 1.1, -2.4]]
}


# 6
{
  "formula": "C5H5N4O2",
  "method": "ωB97M-V/def2-TZVPD",
  "de_lowest_kcal_mol": 113.8,
  "multiplicity": 1,
  "charge": -1,
  "homo_ev": -2.1,
  "lumo_ev": 3.26,
  "species": ["C", "C", "C", "C", "C", "N", "N", "N", "N", "O", "O", "H", "H", "H", "H", "H"],
  "coordinates": [[0.34931, -1.60544, 0.10760], [-0.88255, -0.98648, -0.08018], [-0.70325, 0.43428, -0.01083], [2.67852, -0.17790, 0.00766], [-1.76562, 1.50712, -0.03421], [2.64149, 1.15862, -0.03257], [1.45517, 1.66561, 0.09961], [1.37047, -0.68799, 0.17161], [0.54913, 0.79628, 0.17839], [3.61955, -0.96751, 0.07183], [-2.10350, -1.60016, -0.15565], [0.67631, -2.53233, 0.38331], [-1.59827, 2.37949, -0.62133], [-2.76970, 0.98435, -0.39625], [-1.71600, 1.97856, 1.03356], [-1.80104, -2.34648, -0.72254]],
  "forces_ev_per_a": [[0.1, 1.8, -1.0], [2.2, 2.1, 1.2], [-3.1, 0.4, -1.0], [-1.4, -1.6, 0.8], [-1.3, -1.5, 1.8], [1.9, -0.1, 0.4], [-1.8, 2.4, -0.8], [-2.6, 5.5, 0.0], [3.9, -6.1, 0.3], [1.4, -0.3, -0.5], [0.6, -1.1, -1.0], [0.0, -2.7, 0.4], [0.5, 0.4, -1.1], [1.9, 1.4, 1.3], [-1.1, -0.9, -1.4], [-1.2, 0.3, 0.5]]
}


# 7
{
  "formula": "C5H5N5",
  "method": "ωB97M-V/def2-TZVPD",
  "de_lowest_kcal_mol": 73.2,
  "multiplicity": 1,
  "homo_ev": -8.4,
  "lumo_ev": 0.10,
  "species": ["C", "C", "C", "C", "C", "H", "H", "H", "H", "H", "N", "N", "N", "N", "N"],
  "coordinates": [[-0.30197, 1.33202, -0.13174], [1.54376, 0.85278, -1.24643], [0.67731, -0.85104, -0.44296], [-0.91392, -1.97217, 0.66965], [-0.40574, -0.06736, -0.04770], [-0.96223, 3.05165, 0.50543], [-1.87425, 1.54776, 0.98864], [2.42546, 1.54375, -1.58165], [1.17475, -3.02788, 0.68891], [-1.42360, -2.87598, 1.20119], [-1.24492, 2.05683, 0.52731], [0.67957, 1.74790, -0.83468], [1.66112, -0.47826, -1.16347], [0.35027, -2.12287, 0.15998], [-1.38562, -0.73713, 0.70751]],
  "forces_ev_per_a": [[-3.3, -3.2, 1.2], [4.7, 2.4, -2.0], [-3.8, -2.7, 2.9], [-1.0, -1.0, 2.9], [-0.7, 0.2, 1.3], [-1.4, -0.9, 0.7], [-3.2, -1.6, 2.6], [-1.0, -2.4, -0.4], [-3.6, 4.0, -2.7], [1.0, 1.9, -1.1], [5.2, 3.6, -3.8], [0.7, 2.0, -0.1], [2.0, 2.2, -0.5], [3.1, -2.7, 0.6], [1.2, -1.7, -1.5]]
}


# 8
{
  "formula": "C5H5N6O",
  "method": "ωB97M-V/def2-TZVPD",
  "de_lowest_kcal_mol": 43.0,
  "multiplicity": 1,
  "charge": -1,
  "homo_ev": [-4.7, -4.7],
  "lumo_ev": [2.42, 2.42],
  "species": ["C", "C", "C", "C", "C", "N", "N", "N", "N", "N", "N", "O", "H", "H", "H", "H", "H"],
  "coordinates": [[1.59665, -1.62944, 0.28148], [0.18260, 1.42641, -0.65364], [-1.56342, -0.12534, 0.15078], [-1.51041, -1.61189, 0.38227], [1.24141, -0.46984, 1.02648], [1.90033, -2.66413, -0.13167], [1.05580, 2.34818, -0.17422], [-0.07707, 1.72106, -1.97916], [1.19422, 3.24887, -1.11546], [0.42217, 2.90240, -2.12455], [-0.28664, 0.31216, 0.06362], [-2.56044, 0.52145, 0.12838], [-0.90723, -2.01732, -0.44396], [-2.39434, -2.09354, 0.38288], [-0.95247, -1.63112, 1.38729], [0.96848, -0.73046, 2.03053], [1.69036, 0.49255, 0.78895]],
  "forces_ev_per_a": [[0.6, -0.9, 0.0], [0.9, 0.7, -1.0], [1.1, -2.1, 0.7], [3.6, 1.4, 0.8], [-3.1, 1.8, -2.9], [-0.2, 0.5, -0.1], [-0.8, -1.3, 1.2], [-1.6, -1.1, 2.4], [-0.6, 0.1, 0.0], [1.4, 1.0, -1.8], [3.6, 0.9, 0.5], [-1.6, 1.4, -0.5], [0.1, -0.2, 0.6], [-3.2, -1.3, 0.4], [-0.9, -0.9, -1.5], [-0.2, 0.3, 0.4], [0.7, -0.3, 0.5]]
}


# 9
{
  "formula": "C5H5NO",
  "method": "ωB97M-V/def2-TZVPD",
  "de_lowest_kcal_mol": 115.0,
  "multiplicity": 1,
  "smiles": "C#CNC(=O)C=C",
  "homo_ev": -8.8,
  "lumo_ev": -0.48,
  "species": ["C", "C", "N", "C", "O", "C", "C", "H", "H", "H", "H", "H"],
  "coordinates": [[-0.69688, -2.26931, -0.24215], [0.04237, -1.27509, -0.21898], [1.24317, -0.68807, 0.21304], [1.25140, 0.65540, 0.10211], [2.04966, 1.49951, 0.38319], [-0.28679, 0.75996, -0.61012], [-1.20317, 1.36289, 0.17532], [-1.04568, -3.13902, 0.28873], [2.07145, -1.15683, 0.56539], [-0.21257, 1.04397, -1.65552], [-1.25180, 1.19223, 1.24526], [-1.96115, 2.01438, -0.24628]],
  "forces_ev_per_a": [[2.1, 1.7, 0.7], [0.5, -3.0, 1.4], [0.4, -0.6, -0.1], [-3.4, -0.1, -1.7], [-0.3, -0.6, -0.1], [2.1, 3.8, 1.5], [-0.1, -0.3, -0.7], [-0.6, 0.2, -0.8], [-0.4, -0.6, 0.0], [-0.3, -0.3, -0.1], [0.3, 0.2, 0.0], [-0.3, -0.4, 0.0]]
}


# 10
{
  "formula": "C5H5NO",
  "method": "ωB97M-V/def2-TZVPD",
  "de_lowest_kcal_mol": 68.3,
  "multiplicity": 1,
  "smiles": "O=C=CC[C@@H]1C=N1",
  "homo_ev": -9.0,
  "lumo_ev": 0.75,
  "species": ["O", "C", "C", "C", "C", "C", "N", "H", "H", "H", "H", "H"],
  "coordinates": [[-1.63327, -1.01269, 2.43793], [-1.19021, -0.17445, 1.74811], [-0.68236, 0.76903, 0.99017], [0.64862, 0.62044, 0.27755], [0.42185, 0.15259, -1.14591], [0.28402, -1.25316, -1.43928], [1.40532, -0.80583, -1.78468], [-1.34347, 1.59489, 0.74597], [1.28584, -0.10775, 0.79240], [1.18373, 1.57687, 0.29664], [-0.03920, 0.88539, -1.81102], [-0.25884, -2.19231, -1.40780]],
  "forces_ev_per_a": [[0.5, 0.9, -0.7], [-0.4, -0.6, 0.6], [-0.1, 0.0, 0.0], [0.1, -0.1, 0.0], [-0.2, 0.3, 0.1], [0.4, 0.0, -0.1], [-0.3, -0.3, 0.1], [0.1, -0.1, 0.1], [-0.1, 0.1, -0.1], [-0.1, -0.1, 0.0], [0.1, -0.1, 0.1], [0.1, 0.1, -0.1]]
}


# 11
{
  "formula": "C5H5NO",
  "method": "ωB97M-V/def2-TZVPD",
  "de_lowest_kcal_mol": 134.8,
  "multiplicity": 1,
  "homo_ev": [-9.2, -9.3],
  "lumo_ev": [-0.81, -1.40],
  "species": ["O", "C", "C", "C", "C", "C", "N", "H", "H", "H", "H", "H"],
  "coordinates": [[1.25765, -1.95546, 1.20276], [0.41686, -1.18063, 0.90171], [-0.75054, -0.60418, 1.56096], [-1.31782, 0.41024, 1.01717], [0.34188, -0.50564, -0.66071], [-0.32157, 0.80630, -0.43951], [1.37966, -0.09603, -1.40978], [-2.12956, 1.10724, 1.20495], [-0.29899, -1.24305, -1.16978], [0.33018, 1.58819, -0.04571], [-0.86494, 1.14966, -1.32572], [1.95719, 0.52335, -0.83633]],
  "forces_ev_per_a": [[0.0, -0.1, 0.3], [0.5, 0.0, -0.9], [0.0, -0.2, 0.2], [0.7, 1.3, -2.2], [-1.1, -0.3, 1.0], [-2.4, 0.1, 1.9], [2.0, -0.6, -0.6], [0.2, -0.4, 0.3], [0.1, 0.3, 0.0], [0.0, -0.1, -0.1], [-0.1, 0.1, 0.5], [0.1, 0.0, -0.1]]
}


# 12
{
  "formula": "C5H5NO",
  "method": "ωB97M-V/def2-TZVPD",
  "de_lowest_kcal_mol": 71.7,
  "multiplicity": 1,
  "smiles": "C#CC(=O)[C@H]1CN1",
  "homo_ev": -10.1,
  "lumo_ev": 0.01,
  "species": ["C", "C", "C", "O", "C", "C", "N", "H", "H", "H", "H", "H"],
  "coordinates": [[-0.93085, 0.91364, -2.80332], [-0.67414, 0.70338, -1.64552], [-0.35485, 0.63804, -0.22804], [-0.25752, 1.67023, 0.41038], [-0.13125, -0.69129, 0.41089], [1.12479, -0.77644, 1.21626], [-0.16261, -0.70339, 1.86765], [-1.15753, 1.18377, -3.81099], [-0.52471, -1.56882, -0.09761], [1.76062, 0.10725, 1.21415], [1.63861, -1.73094, 1.28762], [-0.33057, 0.25456, 2.17851]],
  "forces_ev_per_a": [[0.1, 0.0, 0.5], [-0.1, 0.2, -0.6], [0.1, 0.3, 0.3], [-0.1, -0.4, -0.2], [-0.1, 0.0, -0.2], [0.3, 0.0, 0.0], [-0.1, 0.1, 0.1], [0.0, -0.2, 0.1], [0.1, 0.2, 0.1], [-0.1, -0.1, 0.0], [-0.1, 0.1, 0.0], [0.0, -0.1, 0.0]]
}


Number 9 is which compound? C5H5NO